DFT (ωB97M-V/def2-TZVPD) results for 2 unconnected molecules or ions with the total composition C5H13N2O in a non-equilibrium geometry.

Output
energy relative to the best compared isomer or geometry (same formula, charge and spin)	246.4	kJ/mol
strongest force on any atom	1.9	eV/Å
LUMO energy	-3.318	eV
total energy	-382.7678	a.u.

Structure (ORCA input):
```
! RIJCOSX wB97M-V def2-TZVPD def2/J DEFGRID3
* xyz 1 1
C 1.298 0.919 -0.511
C 0.567 -0.309 0.001
C -0.910 -0.105 -0.221
C -1.516 -0.674 -1.260
C -2.721 0.496 1.082
N -1.612 0.838 0.574
N 1.424 1.923 0.593
H 2.285 0.648 -0.900
H 0.748 1.412 -1.310
H 0.756 -0.516 1.078
H 0.791 -1.294 -0.442
H -0.948 -1.265 -1.963
H -2.512 -0.421 -1.601
H -3.062 -0.527 1.211
H -3.301 1.241 1.623
H 1.723 2.828 0.233
H 0.537 1.999 1.113
H 2.094 1.547 1.267
H 2.202 -3.442 -0.821
H 2.894 -2.523 0.305
O 2.172 -2.669 -0.279
*
```


DFT (ωB97M-V/def2-TZVPD) results for a molecular structure, C43H41BrF3HgN10O3S in a non-equilibrium geometry.

Output
energy relative to the best compared isomer or geometry (same formula, charge and spin)	57.4	kJ/mol
⟨S²⟩	0.77
strongest force on any atom	1.5	eV/Å
LUMO energy (alpha / beta)	-0.143 / -0.143	eV
total energy	-5861.6403	a.u.

Structure (ORCA input):
```
! RIJCOSX wB97M-V def2-TZVPD def2/J DEFGRID3
* xyz 0 2
Hg -0.312 -1.072 1.537
C 3.882 3.246 4.786
C 2.784 2.353 5.193
N 2.332 2.155 6.388
N 1.337 1.253 6.252
C 1.137 0.889 4.964
S -0.021 -0.190 4.467
N 2.086 1.606 4.274
N 2.420 1.596 2.932
H 4.398 3.609 5.668
H 3.484 4.091 4.228
H 4.561 2.703 4.132
H 0.820 0.915 7.045
H 2.193 0.690 2.517
H 1.920 2.319 2.420
Br -6.663 3.339 1.035
C -5.477 1.862 1.260
C -4.156 1.990 0.857
C -3.312 0.916 0.998
C -3.739 -0.299 1.555
C -5.077 -0.382 1.986
C -5.936 0.683 1.828
N -2.824 -1.314 1.643
C -3.214 -2.568 1.732
C -2.310 -3.655 1.756
C -2.796 -4.983 1.743
C -1.916 -6.029 1.681
C -0.544 -5.754 1.639
C -0.139 -4.432 1.682
N -0.974 -3.408 1.741
H -3.799 2.922 0.440
H -2.287 0.983 0.663
H -5.441 -1.275 2.471
H -6.963 0.607 2.148
H -4.270 -2.831 1.707
H -3.863 -5.145 1.781
H -2.272 -7.049 1.665
H 0.181 -6.551 1.583
H 0.915 -4.176 1.665
C -0.319 -2.644 -6.631
O 0.104 -2.173 -5.375
C 0.997 -1.132 -5.329
C 1.551 -0.502 -6.426
C 2.446 0.546 -6.253
C 2.779 0.968 -4.981
C 2.214 0.360 -3.871
C 1.324 -0.691 -4.027
N 0.657 -1.319 -2.985
C 0.761 -1.168 -1.616
N 2.021 -1.063 -1.135
C 2.569 -1.227 0.144
C 1.873 -1.307 1.360
C 2.629 -1.614 2.501
C 4.000 -1.793 2.472
C 4.684 -1.632 1.281
C 3.977 -1.342 0.129
O 4.615 -1.203 -1.098
C 5.669 -0.266 -1.136
N -0.287 -1.236 -0.873
C -1.561 -1.178 -1.445
C -2.451 -2.225 -1.266
C -3.765 -2.110 -1.679
C -4.195 -0.945 -2.283
C -3.308 0.099 -2.510
C -1.985 -0.015 -2.119
O -1.007 0.923 -2.343
C -1.290 1.994 -3.207
H -1.008 -3.460 -6.418
H 0.518 -3.024 -7.225
H -0.844 -1.867 -7.196
H 1.293 -0.814 -7.426
H 2.868 1.032 -7.118
H 3.470 1.785 -4.845
H 2.440 0.734 -2.884
H -0.213 -1.748 -3.281
H 2.745 -1.146 -1.843
H 2.127 -1.734 3.453
H 4.534 -2.061 3.372
H 5.755 -1.754 1.233
H 6.404 -0.432 -0.346
H 5.284 0.756 -1.048
H 6.153 -0.390 -2.103
H -2.087 -3.129 -0.803
H -4.448 -2.930 -1.514
H -5.219 -0.842 -2.605
H -3.665 0.999 -2.987
H -0.329 2.458 -3.431
H -1.948 2.729 -2.735
H -1.738 1.645 -4.143
F -0.570 6.684 2.355
C -0.113 6.074 1.254
F -0.789 6.592 0.212
F 1.168 6.487 1.098
C -0.209 4.582 1.319
C 0.237 3.811 0.236
C 0.186 2.436 0.340
N -0.283 1.795 1.416
C -0.749 2.541 2.426
C -0.721 3.920 2.439
H 0.617 4.284 -0.656
H 0.528 1.804 -0.468
H -1.156 1.995 3.264
H -1.089 4.464 3.295
*
```